1 | The following is a DFT calculation (wB97M-V/def2-TZVPD) of a structure of composition H3NO2S.

- HOMO level: -10.138 eV
- Orbital gap: 10.6 eV

Last column: Mulliken charge in e.
Element x y z (Å)
1 N 0.13 -0.25 0.22  -0.72
2 O 2.80 -1.11 -0.21  -0.45
3 O 2.16 1.24 -0.09  -0.48
4 S 2.30 -0.02 0.59  0.72
5 H -0.31 0.54 0.67  0.32
6 H 0.17 -0.08 -0.78  0.34
7 H -0.41 -1.10 0.40  0.27



2 | The following is a DFT calculation (wB97M-V/def2-TZVPD) of an isolated molecule of H3NO2S.

- HOMO level: -9.707 eV
- Orbital gap: 9.8 eV

Last column: Mulliken charge in e.
Element x y z (Å)
1 N 0.74 0.98 0.23  -0.49
2 O -1.20 -1.84 -0.83  -0.41
3 O -0.16 -1.64 0.19  -0.13
4 S -0.07 -0.33 -0.71  0.39
5 H 1.70 1.09 0.20  0.20
6 H 0.21 1.46 1.00  0.24
7 H -1.23 0.27 -0.09  0.21



3 | The following is a DFT calculation (wB97M-V/def2-TZVPD) of an isolated molecule of H3NO2S.

- HOMO level: -9.216 eV
- Orbital gap: 9.7 eV

Last column: Mulliken charge in e.
Element x y z (Å)
1 N 1.37 0.43 0.11  -0.39
2 O -1.31 -0.91 -0.01  -0.43
3 O 0.24 1.09 -0.45  -0.21
4 S -1.17 0.72 0.33  0.18
5 H 1.49 -0.46 -0.26  0.26
6 H 1.07 0.27 1.08  0.27
7 H -1.69 -1.13 -0.80  0.32



Energies, relative to the best one, in hartree: 1 0.0000; 2 0.1983; 3 0.0973.



1 | The following is a DFT calculation (wB97M-V/def2-TZVPD) of a cluster of 2 separate species, H5P3 in total.

- HOMO level (spin up / spin down): -7.711 / -9.339 eV
- Orbital gap (spin up / spin down): 7.3 / 8.3 eV

Last column: Mulliken charge in e.
Element x y z (Å)
1 P -1.65 -0.27 -0.38  -0.13
2 P 1.35 -1.37 -0.46  -0.03
3 P -0.01 -0.51 0.95  -0.03
4 H -2.27 0.62 0.54  0.08
5 H -0.90 0.57 -1.16  0.06
6 H 1.27 -0.49 -1.33  0.00
7 H 2.42 -1.05 0.24  0.05
8 H -0.21 2.51 1.59  0.00



2 | The following is a DFT calculation (wB97M-V/def2-TZVPD) of an isolated molecule of H5P3.

- HOMO level: -8.594 eV
- Orbital gap: 9.1 eV

Last column: Mulliken charge in e.
Element x y z (Å)
1 P 1.31 -0.20 -1.25  -0.13
2 P -1.43 0.84 0.14  -0.13
3 P 0.21 -0.52 0.67  -0.11
4 H 2.07 0.84 -0.56  0.08
5 H 1.97 -1.34 -0.86  0.08
6 H -2.45 0.27 0.84  0.06
7 H -1.14 1.96 1.07  0.07
8 H -0.56 -1.84 -0.05  0.07



Energies, relative to the best one, in hartree: 1 0.1207; 2 0.0000.



1 | The following is a DFT calculation (wB97M-V/def2-TZVPD) of a structure of composition C3H2Br2Cl2.

- HOMO level: -9.071 eV
- Orbital gap: 7.4 eV

Last column: Mulliken charge in e.
Element x y z (Å)
1 C -0.57 0.67 -0.04  -0.42
2 C -1.80 -0.01 -0.21  0.45
3 C 1.97 -0.50 -0.16  -0.05
4 Cl -2.19 -1.49 0.73  -0.17
5 Cl -2.90 0.49 -1.27  -0.15
6 Br 2.55 -1.78 1.17  -0.03
7 Br 2.85 1.05 -0.04  0.08
8 H 0.37 0.09 0.38  -0.09
9 H -0.27 1.49 -0.57  0.38



2 | The following is a DFT calculation (wB97M-V/def2-TZVPD) of a structure of composition C3H2Br2Cl2.

- HOMO level: -9.242 eV
- Orbital gap: 7.9 eV

Last column: Mulliken charge in e.
Element x y z (Å)
1 C -0.25 0.66 1.19  -0.81
2 C -1.06 0.34 0.15  0.57
3 C 1.38 -1.11 -0.57  -0.07
4 Cl -2.12 1.55 -0.49  -0.18
5 Cl -1.32 -1.23 -0.43  -0.13
6 Br 2.35 0.40 -1.01  0.06
7 Br 1.07 -2.29 -2.06  -0.05
8 H -0.26 1.74 1.39  0.26
9 H 0.21 -0.07 1.83  0.35



Energies, relative to the best one, in hartree: 1 0.0246; 2 0.0000.



1 | The following is a DFT calculation (wB97M-V/def2-TZVPD) of a cluster of 2 separate species, C4H9NO2 in total.

- Net charge: +1
- HOMO level (spin up / spin down): -13.407 / -13.264 eV
- ⟨S²⟩: 0.76
- Orbital gap (spin up / spin down): 8.8 / 4.5 eV
- Spin multiplicity: 2

Last column: Löwdin spin population.
Element x y z (Å)
1 C 0.75 -1.62 -0.42  0.43
2 C 1.91 -2.27 -0.07  0.24
3 O 2.06 -2.77 1.13  0.20
4 H 0.67 -1.18 -1.41  0.01
5 H -0.12 -1.56 0.22  0.01
6 H 2.76 -2.34 -0.74  0.01
7 H 2.76 -3.46 1.08  0.00
8 C -0.06 1.25 -0.57  0.02
9 N -0.80 1.85 0.39  0.00
10 C -2.25 2.01 0.27  0.00
11 O -0.34 1.19 -1.74  0.06
12 H 0.89 0.84 -0.16  0.02
13 H -0.42 1.86 1.33  0.00
14 H -2.49 2.01 -0.79  0.00
15 H -2.52 2.96 0.72  0.00
16 H -2.82 1.22 0.76  0.00



2 | The following is a DFT calculation (wB97M-V/def2-TZVPD) of the ion C4H9NO2 with charge +1.

- Net charge: +1
- HOMO level (spin up / spin down): -16.436 / -16.084 eV
- ⟨S²⟩: 0.78
- Orbital gap (spin up / spin down): 12.5 / 6.8 eV
- Spin multiplicity: 2

Last column: Löwdin spin population.
Element x y z (Å)
1 O -1.09 1.28 1.81  0.32
2 C -0.60 0.82 0.80  0.00
3 N 0.80 0.70 0.80  0.55
4 C 1.55 0.15 -0.32  0.08
5 O 2.89 -0.12 0.06  0.00
6 C -1.34 0.27 -0.39  -0.01
7 C -1.59 -1.25 -0.21  -0.01
8 H 1.28 0.78 1.70  0.01
9 H 1.29 -0.85 -0.67  0.03
10 H 1.55 0.94 -1.08  0.03
11 H 3.39 0.69 -0.03  0.00
12 H -2.30 0.76 -0.59  0.00
13 H -0.79 0.55 -1.29  0.00
14 H -2.45 -1.32 0.46  0.00
15 H -1.93 -1.69 -1.14  0.00
16 H -0.66 -1.71 0.10  0.00



Energies, relative to the best one, in hartree: 1 0.0045; 2 0.0000.